No. 1
Computed, not measured: an isolated molecule of C5H5NO in a non-equilibrium geometry, with ωB97M-V/def2-TZVPD.

```
12
Properties=species:S:1:pos:R:3
N -0.5939 0.5747 -2.7323
C -0.2281 -0.0287 -1.8150
C 0.2229 -0.7731 -0.6589
C -0.6851 -0.9108 0.5242
C 0.5327 -0.0341 0.6345
C 0.3285 1.4410 0.7118
O 0.9909 2.1578 1.4202
H 0.8759 -1.6069 -0.8978
H -1.6519 -0.4177 0.4681
H -0.6829 -1.8552 1.0574
H 1.3840 -0.3916 1.2058
H -0.4928 1.8448 0.0820
```

HOMO energy	-10.32	eV
SMILES	N#C[C@@H]1C[C@@H]1C=O
LUMO level	0.70	eV
orbital gap	11.0	eV
energy above the lowest of the compared OMol25 structures with the same formula, charge and spin	1.326	eV

No. 2
Computed, not measured: a structure of composition C5H5NO2 in a non-equilibrium geometry, with ωB97M-V/def2-TZVPD.

```
13
Properties=species:S:1:pos:R:3
C 0.5088 -0.3107 1.2680
C 0.1048 0.1894 -0.1737
C -0.8440 1.3899 0.0350
C -0.8509 -0.8000 -1.0255
C 1.4250 0.1668 -0.6818
H 1.9440 -0.0477 1.5711
H -0.4006 -0.0452 1.8025
H 0.5959 -1.6346 0.7528
H -1.6349 1.1081 1.2898
H -0.4241 -1.3837 -1.9572
N 2.4486 0.0848 -1.2595
O -0.8245 2.3899 -0.8255
O -2.0479 -1.1070 -0.7960
```

HOMO energy	-10.51	eV
LUMO level	-0.82	eV
orbital gap	9.7	eV
energy above the lowest of the compared OMol25 structures with the same formula, charge and spin	8.205	eV

No. 3
Computed, not measured: a structure of composition C5H5NO2 in a non-equilibrium geometry, with ωB97M-V/def2-TZVPD.

```
13
Properties=species:S:1:pos:R:3
C -1.2459 -1.1890 0.0812
C -0.6760 0.1199 -0.2186
C -0.8426 1.4045 -0.1188
C 0.4240 1.9972 -0.0189
C 0.9246 0.1056 0.3153
H -0.1795 -2.3935 -0.9855
H -2.6097 -1.3883 0.4397
H -0.7993 -1.3314 1.3075
H -1.7015 2.0362 -0.4472
H 0.4812 3.1014 -0.0851
N 1.4711 1.3465 0.1568
O -1.0986 -2.1705 -1.0248
O 1.4743 -0.8394 0.8287
```

HOMO energy	-10.14	eV
LUMO level	-1.22	eV
orbital gap	8.9	eV
energy above the lowest of the compared OMol25 structures with the same formula, charge and spin	5.020	eV

No. 4
Computed, not measured: an isolated molecule of C5H5NO2 in a non-equilibrium geometry, with ωB97M-V/def2-TZVPD.

```
13
Properties=species:S:1:pos:R:3
N 2.2799 0.4439 -0.9848
C 1.4049 -0.3493 -1.1825
C 0.1413 -1.1356 -1.0585
C -0.9337 0.0221 -0.8042
O -1.8867 0.1250 -1.5683
C -0.8975 0.4185 0.6191
C 0.3306 1.1401 1.3383
O 0.0054 -0.3005 1.3977
H -0.2319 -1.9361 -2.0076
H 0.1708 -1.7280 -0.0247
H -1.8879 0.3990 1.0046
H 1.3807 1.3999 0.8822
H 0.1241 1.5012 2.3887
```

HOMO energy	-10.25	eV
SMILES	N#CCC(=O)[C@@H]1CO1
LUMO level	0.06	eV
orbital gap	10.3	eV
energy above the lowest of the compared OMol25 structures with the same formula, charge and spin	4.266	eV

No. 5
Computed, not measured: an isolated molecule of C5H5NO2 in a non-equilibrium geometry, with ωB97M-V/def2-TZVPD.

```
13
Properties=species:S:1:pos:R:3
C 2.7903 -0.1157 -0.4343
C 1.6325 0.0025 0.2849
O 0.5381 -0.7199 0.1724
C -0.6833 -0.2777 0.1478
C -1.2142 0.9689 -0.0089
O -2.5705 0.6042 -0.1774
C -2.6872 -0.6712 -0.1523
N -1.5613 -1.2513 0.0921
H 3.6136 0.6212 -0.2656
H 2.7667 -1.0572 -0.8322
H 1.7627 0.8327 1.1928
H -0.6896 1.8944 0.1309
H -3.6978 -0.8310 -0.1503
```

HOMO energy	-8.95	eV
SMILES	C=COc1cocn1
LUMO level	0.93	eV
orbital gap	9.9	eV
energy above the lowest of the compared OMol25 structures with the same formula, charge and spin	4.020	eV

No. 6
Computed, not measured: an isolated molecule of C5H5NO2 in a non-equilibrium geometry, with ωB97M-V/def2-TZVPD.

```
13
Properties=species:S:1:pos:R:3
O -1.8177 0.2952 -0.5245
C -0.6308 -0.0205 -0.6205
C -0.0488 -0.9512 -1.7928
C 1.3307 -0.6968 -1.4645
N 1.5912 -0.2124 -0.2437
C 0.3790 0.3630 0.2565
C 0.1860 0.4852 1.6352
O -0.9562 0.7871 2.0757
H -0.7027 -1.4681 -2.4959
H 1.9456 -1.1984 -2.1073
H 1.9936 -1.0300 0.4744
H 1.1080 0.0960 2.3893
H -0.5874 1.3501 2.9541
```

HOMO energy	-8.01	eV
SMILES	O=C1C=CN/C1=C/O
LUMO level	0.06	eV
orbital gap	8.1	eV
energy above the lowest of the compared OMol25 structures with the same formula, charge and spin	5.073	eV

No. 7
Computed, not measured: an isolated molecule of C5H5NO2S in a non-equilibrium geometry, with ωB97M-V/def2-TZVPD.

```
14
Properties=species:S:1:pos:R:3
O -4.2800 0.0218 0.3990
C -3.2378 -0.3174 0.1027
C -2.1098 -0.7740 -0.2755
C -0.8723 -1.0774 -0.4015
N 0.2251 -1.5718 -0.3510
C 1.5383 -1.0666 -0.3967
C 1.6175 0.2413 0.4185
S 0.7334 1.4688 -0.7507
O -0.1377 2.3122 0.3534
H 1.9052 -0.7964 -1.3798
H 2.2178 -1.7566 0.0197
H 0.8956 0.3971 1.3605
H 2.6718 0.6173 0.5829
H -1.1672 2.3017 0.3184
```

HOMO energy	-8.77	eV
SMILES	O=C=C=C=NCCSO
LUMO level	0.28	eV
orbital gap	9.0	eV
energy above the lowest of the compared OMol25 structures with the same formula, charge and spin	3.493	eV

No. 8
Computed, not measured: a structure of composition C5H5NO3 in a non-equilibrium geometry, with ωB97M-V/def2-TZVPD.

```
14
Properties=species:S:1:pos:R:3
C 1.8838 -0.5161 -0.1136
C -2.4103 -0.7342 -0.2460
C 0.3996 1.3179 0.5880
C 1.2537 0.8066 -0.5870
C -0.0088 0.1459 -0.2001
N 0.6377 -1.0742 0.1067
O 2.9901 -0.9184 0.0652
O -2.1799 -1.2591 0.8071
O -1.6239 -0.0248 -0.9840
H -3.3979 -0.7887 -0.7550
H 0.7264 1.1765 1.6100
H -0.1138 2.2488 0.4026
H 1.5395 1.4152 -1.4213
H 0.3039 -1.7956 0.7274
```

HOMO energy	-10.21	eV
LUMO level	0.58	eV
orbital gap	10.8	eV
energy above the lowest of the compared OMol25 structures with the same formula, charge and spin	2.303	eV

No. 9
Computed, not measured: a structure of composition C5H5NO3 in a non-equilibrium geometry, with ωB97M-V/def2-TZVPD.

```
14
Properties=species:S:1:pos:R:3
C -0.9766 2.9772 1.2503
C -0.5431 0.6251 0.7283
C 0.1068 -0.1412 -0.1858
C 0.4929 -0.9478 -0.8830
C 1.0416 -1.9587 -1.9429
H -0.2346 2.8652 2.4148
H -1.9871 2.3264 1.6337
H -0.7695 3.8709 0.8932
H 0.2018 -3.4392 -0.9145
H 1.5549 -3.6247 -0.8590
N 1.0058 -3.3188 -1.4919
O -0.5201 1.9515 0.3413
O -0.9715 0.3429 1.8716
O 1.5987 -1.5287 -2.8562
```

HOMO energy	-10.66	eV
LUMO level	-0.53	eV
orbital gap	10.1	eV
energy above the lowest of the compared OMol25 structures with the same formula, charge and spin	5.148	eV

No. 10
Computed, not measured: an isolated molecule of C5H5NOS in a non-equilibrium geometry, with ωB97M-V/def2-TZVPD.

```
13
Properties=species:S:1:pos:R:3
C -0.8922 -1.9403 0.2766
C -0.7422 -0.7134 0.0549
C -0.8100 0.5812 -0.1276
C 0.3333 1.4544 -0.2454
C 1.6178 1.0160 -0.0750
O 2.5122 1.9698 0.3896
N 1.8271 -0.2743 -0.3486
S 2.9359 -1.3577 -0.0574
H -1.1441 -2.4287 -0.6775
H -1.1115 -2.5764 1.2105
H -1.8191 0.9206 -0.2142
H 0.2084 2.5786 -0.2472
H 3.4320 1.6866 0.2954
```

HOMO energy (alpha / beta)	-7.80 / -7.86	eV
SMILES	C=C=C/C=C(/O)N=S
LUMO level (alpha / beta)	-1.68 / -1.66	eV
orbital gap (alpha / beta)	6.1 / 6.2	eV
energy above the lowest of the compared OMol25 structures with the same formula, charge and spin	4.939	eV

No. 11
Computed, not measured: a structure of composition C5H5NOS in a non-equilibrium geometry, with ωB97M-V/def2-TZVPD.

```
13
Properties=species:S:1:pos:R:3
C 0.1401 -1.6914 -0.3821
C -0.9258 -2.3046 -0.9147
C 1.3712 2.7137 0.3438
C 0.0926 2.4948 0.6381
C 0.3998 -0.4742 -1.1127
N -0.4591 -0.1097 -1.9681
O 2.5109 2.7141 0.1840
S -1.5728 -1.3069 -2.1130
H 0.6809 -2.0591 0.3590
H -1.2410 -3.2290 -0.4921
H -0.6651 3.1021 0.1558
H 0.0371 2.0421 1.5503
H 1.1557 0.2252 -1.0317
```

HOMO energy (alpha / beta)	-4.97 / -9.24	eV
LUMO level (alpha / beta)	0.75 / -3.16	eV
orbital gap (alpha / beta)	5.7 / 6.1	eV
<S²>	2.01
spin multiplicity	3
energy above the lowest of the compared OMol25 structures with the same formula, charge and spin	2.636	eV

No. 12
Computed, not measured: a structure of composition C5H5NS in a non-equilibrium geometry, with ωB97M-V/def2-TZVPD.

```
12
Properties=species:S:1:pos:R:3
C 1.2853 0.0004 -0.2018
C 0.0614 -0.7756 -0.7624
C 0.3510 0.1061 1.0166
C -0.7096 1.0095 0.3716
C -0.9061 0.4294 -0.8211
H 0.1081 -1.4463 -1.5643
H -1.0451 -1.4696 0.8796
H 0.7020 0.2993 2.0297
H -1.0756 1.9423 0.7632
H -1.4687 0.7361 -1.6901
N -0.0594 -1.2560 0.6311
S 2.7567 0.4244 -0.6520
```

HOMO energy	-8.68	eV
LUMO level	0.33	eV
orbital gap	9.0	eV
energy above the lowest of the compared OMol25 structures with the same formula, charge and spin	2.636	eV